1.
ORCA calculation (the ωB97M-V functional and the def2-TZVPD basis) on a structure of composition C60H46CaCl4N11 in a non-equilibrium geometry.

Calculated values
energy above the lowest of the compared OMol25 structures with the same formula, charge and spin: 60.6 kcal per mole
E_HOMO (spin up / spin down): -2.835 / -2.857 eV
charge: -1

Cartesian coordinates (Å):
Ca1 0.7135 -0.0464 -0.2548
Cl1 -0.7870 -6.4762 6.2465
C1 -0.2565 -5.4410 4.9540
C2 0.2573 -5.9937 3.7916
C3 0.6761 -5.1694 2.7679
C4 0.5799 -3.7719 2.8566
C5 0.0904 -3.2508 4.0743
C6 -0.3266 -4.0638 5.1065
C7 0.9444 -2.8483 1.7914
C8 0.5537 -3.0870 0.4629
C9 -0.0885 -4.2877 -0.0251
C10 -0.1414 -4.1877 -1.3779
C11 0.3786 -2.8900 -1.7225
C12 0.4811 -2.4461 -3.0338
C13 0.4172 -3.4892 -4.0867
C14 1.6066 -3.9865 -4.6128
C15 1.6036 -4.9747 -5.5790
C16 0.3930 -5.4766 -6.0252
Cl2 0.3773 -6.7089 -7.2499
C17 -0.8048 -5.0103 -5.5138
C18 -0.7829 -4.0188 -4.5485
C19 0.6326 -1.1148 -3.4975
N1 0.5973 -0.0181 -2.6875
C20 0.5161 1.0540 -3.4981
C21 0.3374 2.3662 -2.8294
C22 -1.0892 2.7496 -2.6271
C23 -1.9277 2.7450 -3.7416
C24 -3.2616 3.0887 -3.6291
C25 -3.7628 3.4396 -2.3848
Cl3 -5.4345 3.8688 -2.2254
C26 -2.9498 3.4485 -1.2663
C27 -1.6160 3.1048 -1.3915
C28 1.4536 2.9024 -0.5452
C29 2.5065 4.7232 0.5928
C30 3.1208 3.7924 1.3482
C31 2.6950 2.4186 1.3230
N2 1.9747 2.0180 0.2332
C32 3.2093 1.4871 2.2221
C33 2.8262 0.1479 2.3629
C34 3.3243 -0.6862 3.4106
C35 2.6244 -1.8530 3.3421
C36 1.7421 -1.7385 2.2185
N3 1.8804 -0.5346 1.6399
C37 4.3014 1.9513 3.1177
C38 5.6084 1.9341 2.6351
C39 6.6654 2.3643 3.4156
C40 6.4109 2.8223 4.6974
Cl4 7.7306 3.3643 5.6876
C41 5.1239 2.8417 5.2069
C42 4.0752 2.4065 4.4128
C43 0.5259 0.6810 -4.8455
C44 0.5987 -0.7063 -4.8522
N4 0.7680 -2.2461 -0.5784
H1 0.3440 -7.0664 3.7004
H2 1.1342 -5.6120 1.8978
H3 0.0569 -2.1770 4.2061
H4 -0.7064 -3.6384 6.0255
H5 -0.4395 -5.1155 0.5633
H6 -0.5378 -4.9121 -2.0689
H7 2.5446 -3.5899 -4.2527
H8 2.5319 -5.3609 -5.9743
H9 -1.7405 -5.4211 -5.8636
H10 -1.7132 -3.6455 -4.1505
H11 -1.5366 2.4608 -4.7076
H12 -3.8992 3.0783 -4.4997
H13 -3.3498 3.7038 -0.2962
H14 -0.9906 3.0724 -0.5165
H15 2.8457 5.7461 0.5186
H16 3.9944 4.0561 1.9287
H17 4.0974 -0.4284 4.1116
H18 2.7283 -2.7181 3.9711
H19 5.7950 1.5751 1.6331
H20 7.6761 2.3523 3.0319
H21 4.9440 3.1991 6.2107
H22 3.0690 2.4119 4.8074
H23 0.4981 1.3459 -5.6914
H24 0.6060 -1.3424 -5.7213
C45 -3.6526 -2.6497 -2.3041
N5 -2.7233 -1.5429 -2.2996
C46 -2.6882 -0.6969 -3.4702
C47 -2.1719 -1.0882 -1.1225
N6 -1.6663 0.0619 -0.9338
N7 -2.2854 -1.9880 -0.0754
C48 -1.8428 -1.7583 1.2204
N8 -2.2963 -2.7257 2.1016
N9 -1.2279 -0.7051 1.5536
H25 -4.1710 -2.6730 -3.2602
H26 -4.4039 -2.5427 -1.5157
H27 -3.1446 -3.6111 -2.1692
H28 -2.8488 -1.3063 -4.3558
H29 -1.7100 -0.2353 -3.5685
H30 -3.4493 0.0907 -3.4346
H31 -1.7212 0.6618 -1.7426
H32 -2.2697 -2.9607 -0.3460
H33 -2.5529 -3.6140 1.6986
H34 -1.7573 -2.8296 2.9524
H35 -1.0344 -0.6453 2.5467
C49 -0.9336 3.4612 2.8323
N10 -0.1958 3.3871 1.6070
C50 0.2713 4.4200 1.0596
C51 1.2224 4.3320 -0.1153
C52 0.8273 5.2344 -1.2466
C53 0.8758 4.8775 -2.5264
C54 1.3055 3.5193 -2.9290
N11 1.4044 2.5515 -1.8768
C55 -2.3380 2.9309 2.6606
C56 -2.5850 1.9041 1.7596
C57 -3.8665 1.4081 1.5988
C58 -4.9149 1.9302 2.3350
C59 -4.6741 2.9490 3.2427
C60 -3.3911 3.4462 3.4074
H36 -0.9666 4.4841 3.2515
H37 -0.4087 2.8176 3.5496
H38 0.1581 5.4342 1.4840
H39 0.5097 6.2317 -0.9652
H40 0.6112 5.5721 -3.3137
H41 2.0854 3.4746 -3.6865
H42 -1.7727 1.4727 1.1962
H43 -4.0328 0.6066 0.8935
H44 -5.9185 1.5496 2.2019
H45 -5.4905 3.3591 3.8233
H46 -3.2090 4.2330 4.1291

2.
ORCA calculation (the ωB97M-V functional and the def2-TZVPD basis) on a structure of composition C4H7FeO3 in a non-equilibrium geometry.

Calculated values
energy above the lowest of the compared OMol25 structures with the same formula, charge and spin: 0.0 kcal per mole
⟨S²⟩: 8.763
spin multiplicity: 6
E_HOMO (spin up / spin down): -19.510 / -19.445 eV
charge: +2

Cartesian coordinates (Å):
H1 -1.5716 -1.9368 0.9720
O1 0.7240 -0.4034 -0.7401
C1 0.1069 -1.6313 -0.4026
C2 -0.7746 -1.2140 0.7707
O2 -1.3639 -0.0290 0.2504
C3 -0.3993 0.6408 -0.5020
C4 0.2192 1.8119 0.2719
O3 1.5128 2.0787 -0.1573
Fe1 2.3989 0.5378 -0.6271
H2 0.8871 -2.3553 -0.1451
H3 -0.1959 -1.0008 1.6817
H4 -0.6343 -1.7181 -1.3253
H5 -0.6493 0.9626 -1.5233
H6 0.1873 1.5761 1.3548
H7 -0.4473 2.6808 0.1213

3.
ORCA calculation (the ωB97M-V functional and the def2-TZVPD basis) on the molecule C4H7NO2S in a non-equilibrium geometry.

Calculated values
energy above the lowest of the compared OMol25 structures with the same formula, charge and spin: 112.9 kcal per mole
E_HOMO: -8.851 eV

Cartesian coordinates (Å):
C1 0.9339 1.2305 1.6831
C2 1.0678 1.0894 0.3486
C3 0.1255 0.5372 -0.7876
O1 1.0670 -0.1460 -1.5325
C4 -1.0679 -0.2860 -0.4474
S1 -2.3987 0.3475 0.3150
N1 -0.7553 -1.6531 -0.4047
O2 -1.5444 -2.6296 0.1818
H1 1.6917 1.9723 2.2736
H2 0.0754 0.8930 2.1683
H3 2.0893 1.2524 -0.2058
H4 -0.0914 1.5361 -1.2182
H5 0.8163 -0.0687 -2.5463
H6 0.1096 -1.9993 -0.7356
H7 -2.1188 -2.0755 0.9078

4.
ORCA calculation (the ωB97M-V functional and the def2-TZVPD basis) on the molecule C30H55N2O3PS in a non-equilibrium geometry.

Calculated values
E_HOMO: -8.112 eV

Cartesian coordinates (Å):
C1 1.8699 0.9172 5.8096
C2 2.3611 -0.5705 6.3599
C3 3.2867 -1.3877 5.2343
C4 2.7773 -2.9243 4.9708
C5 1.4557 -3.0426 3.9862
C6 1.6380 -2.1555 2.6064
C7 0.3572 -2.3441 1.5486
C8 0.4238 -3.8426 0.8880
C9 -0.4640 -4.0430 -0.4751
C10 -1.5239 -2.8158 -0.7901
C11 -2.3266 -3.0123 -2.2054
C12 -3.6071 -1.9687 -2.4061
C13 -3.2243 -0.3936 -2.1659
N1 -4.1159 0.3515 -1.1992
C14 -3.7253 1.7849 -0.9916
C15 -3.6847 2.6871 -2.4024
O1 -2.3286 2.5767 -3.0364
C16 -1.3973 3.5502 -2.4457
C17 0.1921 3.2359 -2.6953
O2 0.5578 1.8117 -2.6887
C18 1.9586 1.6257 -2.1832
C19 2.2625 1.1411 -0.6126
C20 3.8141 0.9401 -0.0383
C21 4.1727 0.4305 1.4945
C22 5.1272 1.2534 -1.0183
C23 4.8582 1.7164 -2.5749
C24 3.3067 1.8785 -3.1106
C25 3.0950 2.3105 -4.6895
C26 2.8162 0.8801 -5.5048
C27 4.3795 3.0817 -5.3556
P1 -4.9426 2.7872 0.1460
S1 -6.7357 2.6853 -0.6961
N2 -4.3431 -0.3786 -0.0763
C28 -5.7751 -0.5887 0.3011
C29 -3.3914 -0.2054 1.0551
C30 -3.9372 -0.1316 2.6347
O3 -2.0359 -0.1474 0.9382
H1 2.7612 1.4569 5.2399
H2 1.5871 1.6238 6.7077
H3 0.9309 0.8330 5.1010
H4 1.3909 -1.1974 6.6408
H5 3.0392 -0.3612 7.3030
H6 3.4270 -0.7458 4.2589
H7 4.3668 -1.4718 5.7328
H8 2.4631 -3.3651 6.0261
H9 3.6628 -3.5620 4.5385
H10 0.4905 -2.7257 4.5836
H11 1.4186 -4.1837 3.6405
H12 2.5799 -2.6072 2.0454
H13 1.7519 -1.0194 2.8744
H14 -0.6302 -2.1668 2.1576
H15 0.4770 -1.4771 0.7646
H16 1.5396 -4.0996 0.6418
H17 -0.0105 -4.6101 1.6883
H18 -1.0858 -5.0364 -0.4770
H19 0.2901 -4.0728 -1.3933
H20 -0.8465 -1.8426 -0.9286
H21 -2.2043 -2.6303 0.1436
H22 -2.8025 -4.1017 -2.1758
H23 -1.6394 -2.9295 -3.1507
H24 -4.5161 -2.3678 -1.7885
H25 -3.9174 -2.0983 -3.5521
H26 -3.1801 0.0937 -3.2554
H27 -2.1126 -0.2664 -1.7485
H28 -2.6349 1.9430 -0.5314
H29 -4.4965 2.2762 -3.1720
H30 -3.9680 3.8143 -2.2128
H31 -1.6252 4.5955 -2.9258
H32 -1.5280 3.6781 -1.2662
H33 0.5101 3.7977 -3.6761
H34 0.8128 3.7414 -1.8099
H35 1.3574 0.9038 0.1147
H36 5.3201 0.5686 1.7328
H37 3.5313 1.0661 2.2390
H38 3.9175 -0.7128 1.6622
H39 6.2358 1.1465 -0.6147
H40 5.8193 1.9185 -3.2382
H41 2.1466 2.9773 -4.8611
H42 1.7704 0.4928 -5.1255
H43 2.8418 1.0161 -6.6706
H44 3.6667 0.1446 -5.1161
H45 4.0713 3.3782 -6.4668
H46 5.3423 2.3945 -5.4828
H47 4.6641 4.0807 -4.8153
H48 -4.5963 4.2031 0.1268
H49 -5.0032 2.2891 1.4949
H50 -6.1705 0.2983 0.9899
H51 -5.8224 -1.5615 0.9908
H52 -6.5088 -0.6931 -0.6195
H53 -4.0975 -1.2731 2.9451
H54 -4.9044 0.5158 2.7548
H55 -3.0347 0.2389 3.3234